## P
ORCA calculation (ωB97M-V/def2-TZVPD) on C19H19N3O4 in the gas phase.

```
! wB97M-V def2-TZVPD RIJCOSX def2/J DEFGRID3
* xyz 0 1
C 2.892 0.462 4.381
C 2.593 -0.584 3.312
N 1.516 -0.168 2.426
C 1.923 0.543 1.297
O 3.081 0.883 1.182
C 0.883 0.797 0.307
N 1.322 1.248 -0.959
O 2.433 0.962 -1.347
O 0.521 1.889 -1.645
C -0.454 0.491 0.539
N -1.403 0.616 -0.416
C -2.372 -0.411 -0.714
C -1.777 -1.469 -1.676
O -0.784 -2.146 -0.937
C -1.266 -0.826 -2.946
C 0.093 -0.676 -3.187
C 0.537 -0.045 -4.336
C -0.375 0.439 -5.255
C -1.733 0.283 -5.028
C -2.177 -0.346 -3.880
C -0.815 0.064 1.873
C -2.143 0.105 2.317
C -2.489 -0.343 3.569
C -1.502 -0.853 4.407
C -0.181 -0.828 4.026
C 0.200 -0.325 2.772
H 2.012 0.676 4.984
H 3.219 1.382 3.903
H 3.688 0.107 5.030
H 2.339 -1.551 3.751
H 3.478 -0.707 2.683
H -1.053 1.085 -1.256
H -3.245 0.054 -1.176
H -2.661 -0.939 0.193
H -2.593 -2.168 -1.931
H -0.326 -2.761 -1.519
H 0.814 -1.044 -2.470
H 1.596 0.078 -4.497
H -0.031 0.938 -6.148
H -2.449 0.655 -5.745
H -3.236 -0.469 -3.704
H -2.894 0.542 1.679
H -3.514 -0.297 3.901
H -1.767 -1.236 5.380
H 0.562 -1.177 4.723
*
```

gap between HOMO and LUMO	0.3027	Eh
LUMO level	-0.344	eV

Atom charges from the natural (NBO) analysis, given in e for atoms 1 to 2: C -0.62; C -0.22

## Q
ORCA calculation (ωB97M-V/def2-TZVPD) on C19H19N3O4 in the gas phase.

```
! wB97M-V def2-TZVPD RIJCOSX def2/J DEFGRID3
* xyz 0 1
C 2.674 4.785 0.510
O 2.051 3.524 0.495
C 1.983 2.820 1.661
C 2.481 3.246 2.886
C 2.356 2.441 4.009
C 1.736 1.204 3.941
O 1.576 0.363 5.003
C 2.071 0.759 6.259
C 1.223 0.762 2.701
C 0.575 -0.527 2.622
N 0.041 -0.949 1.541
N -0.545 -2.150 1.521
C -1.166 -2.747 0.436
O -1.635 -3.860 0.595
C -1.223 -2.014 -0.817
C -1.779 -2.453 -2.001
C -1.608 -1.416 -2.943
C -1.959 -1.274 -4.302
O -2.599 -2.328 -4.875
C -2.969 -2.232 -6.227
C -1.628 -0.091 -4.932
C -0.965 0.938 -4.249
C -0.609 0.830 -2.927
C -0.937 -0.359 -2.278
N -0.719 -0.749 -0.999
C 1.360 1.579 1.586
H 2.157 5.483 1.176
H 2.615 5.154 -0.513
H 3.726 4.711 0.806
H 2.972 4.200 2.990
H 2.757 2.805 4.941
H 1.586 1.675 6.612
H 1.833 -0.057 6.939
H 3.156 0.906 6.236
H 0.560 -1.124 3.537
H -0.548 -2.719 2.372
H -2.248 -3.401 -2.163
H -3.458 -3.174 -6.468
H -3.669 -1.407 -6.396
H -2.095 -2.103 -6.874
H -1.874 0.068 -5.970
H -0.730 1.841 -4.793
H -0.098 1.627 -2.409
H -0.266 -0.242 -0.251
H 0.984 1.252 0.631
*
```

gap between HOMO and LUMO	0.2764	Eh
LUMO level	-0.014	eV

Atom charges from the natural (NBO) analysis, given in e for atoms 1 to 2: C -0.25; O -0.49

Short version: P is the least stable of them.

## P
ORCA calculation (ωB97M-V/def2-TZVPD) on C8H9NO4 in the gas phase.

```
! wB97M-V def2-TZVPD RIJCOSX def2/J DEFGRID3
* xyz 0 3
C 1.521 2.021 0.524
C 0.186 2.131 -0.202
C -2.159 -1.099 1.321
C -0.658 -1.489 -0.649
C 1.889 0.834 0.970
C 1.202 -0.513 0.780
C -0.324 0.987 -0.725
C 0.371 -0.393 -0.497
N -1.630 -1.776 0.303
O -3.249 -1.336 1.725
O -0.610 -2.229 -1.625
O -1.269 1.057 -1.695
O 1.324 -0.584 -1.485
H 2.144 2.897 0.483
H -0.217 3.191 -0.362
H 2.843 0.701 1.404
H -1.423 -0.313 1.617
H 1.918 -1.358 0.593
H 0.761 -0.798 1.711
H -1.985 -2.635 0.024
H -1.580 1.871 -2.024
H 0.944 -1.165 -2.192
*
```

gap between HOMO and LUMO (spin up / spin down)	0.2203 / 0.3061	Eh
LUMO level (spin up / spin down)	0.554 / -1.931	eV
<S²>	2.0183

Atom charges from the natural (NBO) analysis, given in e for atoms 1 to 2: C -0.26; C -0.23

## Q
ORCA calculation (ωB97M-V/def2-TZVPD) on 2 unconnected molecules or ions with the total composition C8H9NO4.

```
! wB97M-V def2-TZVPD RIJCOSX def2/J DEFGRID3
* xyz 0 3
C -2.141 -2.699 -0.575
C -2.335 -1.348 -0.883
C -0.913 -2.761 0.076
C -1.206 -0.685 -0.472
C -0.864 0.676 -0.663
C 1.960 0.128 -0.269
C 0.629 1.177 1.762
C 0.974 1.171 0.313
N 1.071 2.565 -0.247
O 2.024 2.873 -0.886
O -1.466 1.560 -1.179
O 0.148 3.302 0.046
O -0.366 -1.570 0.076
H -2.706 -3.515 -0.792
H -3.100 -0.924 -1.409
H -0.146 -3.509 0.146
H 2.036 -0.818 0.206
H 2.950 0.648 -0.228
H 1.759 -0.064 -1.309
H 0.236 2.250 1.863
H 1.580 1.148 2.361
H -0.126 0.397 2.063
*
```

gap between HOMO and LUMO (spin up / spin down)	0.2112 / 0.2215	Eh
LUMO level (spin up / spin down)	-0.191 / -2.931	eV
<S²>	2.0436

Atom charges from the natural (NBO) analysis, given in e for atoms 1 to 2: C -0.28; C -0.29

Short version: Q is the least stable of them.